This record from the OMol25 dataset describes a cluster of 2 separate species, C4H10OS in total in a non-equilibrium geometry. The level of theory is wB97M-V/def2-TZVPD.

Geometry (Å):
C 1.50177 -0.64320 -0.25455
C 2.06197 -0.32299 1.16368
S 0.73545 -0.03570 2.44710
H 0.54254 -0.16034 -0.40279
H 1.51960 -1.72964 -0.31132
H 2.34087 -0.33580 -0.88940
H 2.57285 -1.25945 1.45697
H 2.83293 0.45155 1.17073
H 1.60294 0.21026 3.41921
C -2.08188 -0.17620 -0.35139
C -2.33195 0.49238 -1.47852
O -1.84848 1.72716 -1.72661
H -2.83284 -0.77604 0.13581
H -1.34232 0.34417 0.26207
H -2.93111 0.00867 -2.26158
H -2.34233 2.20518 -2.37939

SMILES = C=CO.CCS
Charge = 0
Relative energy (zero: lowest compared OMol25 entry of this formula, charge and spin) = 1.928 eV
Kohn-Sham gap = 9.631 eV

This record from the OMol25 dataset describes a structure of composition C25H35Cl2N2O4PPbS in a non-equilibrium geometry. The level of theory is wB97M-V/def2-TZVPD.

Geometry (Å):
C -2.38931 -5.49904 4.00865
C -2.53410 -5.45243 2.71469
C -2.70878 -5.23234 1.11969
C -2.88688 -3.62800 0.80309
C -1.63033 -3.20448 -0.10842
P -1.32842 -1.29058 -0.19019
C 0.17637 -0.88758 -1.30327
C 0.71699 -2.20753 -2.12927
C 2.13525 -1.75153 -2.77828
C 2.10240 -0.30745 -3.50378
C 2.87508 0.86124 -2.64968
C 4.31613 1.22324 -3.29394
C 4.63929 2.80468 -3.36903
S 6.45080 3.06280 -2.88186
C 6.38746 4.24022 -1.45285
N 5.26810 4.20877 -0.52593
N 5.55331 5.20037 0.40417
C 6.79147 5.83908 0.03500
O 7.38258 5.25016 -1.15726
C -2.40631 -1.13660 -1.78136
O -3.69551 -1.82125 -1.71742
O -4.70886 -1.01024 -2.12820
C -2.52982 -0.02127 0.59763
O -2.72672 -0.22113 2.06520
C -2.96729 1.15536 2.53530
C -4.20318 2.02159 2.02490
C -4.48979 3.50115 2.44847
C -3.45693 4.17868 3.45330
C -2.22003 3.38887 4.04271
C -1.99901 1.88944 3.56460
C -0.31791 -1.26371 1.42118
Cl -0.18161 -2.68170 2.63057
C 0.42664 -0.10203 1.89275
C 1.29213 -0.12966 3.28002
Cl 0.44425 1.49985 1.01137
H -2.47280 -5.47081 5.16261
H -1.74819 -5.66068 0.61904
H -3.58906 -5.86197 0.70350
H -3.90064 -3.55312 0.19588
H -2.94370 -3.04533 1.81479
H -1.88655 -3.57525 -1.18697
H -0.64972 -3.78654 0.13005
H -0.20084 -0.06182 -2.03466
H 1.10179 -0.52139 -0.73775
H 0.95939 -3.03663 -1.36926
H 0.01099 -2.52238 -2.97637
H 2.42585 -2.52253 -3.60204
H 2.93995 -1.69248 -1.94105
H 1.04397 0.06201 -3.78188
H 2.67579 -0.38629 -4.51403
H 2.24574 1.83176 -2.57131
H 3.07266 0.52834 -1.55234
H 5.11617 0.74374 -2.61539
H 4.48660 0.78241 -4.34973
H 4.57513 3.19410 -4.46491
H 3.94689 3.47032 -2.73958
H 7.31540 6.71346 0.58444
H -2.64549 -0.00171 -1.92657
H -1.88078 -1.47061 -2.74332
H -5.48777 -1.12487 -1.51359
H -2.22940 1.08415 0.37055
H -3.62486 -0.08909 0.17752
H -4.90509 1.48320 1.27591
H -5.39190 4.08811 2.01514
H -3.60875 5.27271 3.76568
H -1.45237 3.84204 4.77259
H -1.09873 1.25546 3.93060
H 0.62984 -0.43201 4.19094
H 1.85737 0.84956 3.46810
H 2.05870 -0.99993 3.17705
Pb -4.38158 -2.03647 1.35590

Charge = +2
Kohn-Sham gap = 2.661 eV

This record from the OMol25 dataset describes a cluster of 2 separate species, C9H13N4OP in total in a non-equilibrium geometry. The level of theory is wB97M-V/def2-TZVPD.

Geometry (Å):
C 1.88896 -1.83374 -3.17333
C 1.35703 -1.51607 -2.11430
C 1.86790 2.28876 -1.57027
C 2.01797 1.24892 -0.70571
C -0.08056 1.76645 -0.91809
C -0.08335 -2.47217 -0.64727
C -2.40594 -0.23232 0.79126
C -0.65405 1.93972 2.73106
C -0.96480 -2.35035 0.58510
N 0.58776 2.61139 -1.66788
N 0.53621 -1.46448 -1.05850
N 0.75683 0.91989 -0.28550
N -1.07819 -0.96319 1.01209
O 1.54808 -0.78676 1.58280
P 0.34732 -0.05959 1.14208
H 2.68509 -1.84895 -3.95774
H 2.48710 3.01060 -2.14982
H 2.87367 0.64100 -0.41495
H -1.11125 1.88576 -0.73677
H -0.23795 -3.39597 -1.17637
H -1.98468 0.72604 0.86838
H -2.66367 -0.31186 -0.19997
H -3.23370 -0.59117 1.36355
H -0.71051 3.05313 2.35297
H -1.54743 1.44999 3.14918
H 0.21851 1.94834 3.30527
H -0.34724 -2.98480 1.36556
H -2.06910 -2.67859 0.52715

Charge = 0
Relative energy (zero: lowest compared OMol25 entry of this formula, charge and spin) = 3.790 eV
Kohn-Sham gap (spin up / spin down) = 8.094 / 8.096 eV

This record from the OMol25 dataset describes a cluster of 13 separate species, C3H31NO12 in total in a non-equilibrium geometry. The level of theory is wB97M-V/def2-TZVPD.

Geometry (Å):
C -3.39212 0.94143 0.83820
C -2.21310 0.00182 0.63307
C -1.04512 0.42498 0.16004
N -2.48266 -1.35353 0.85770
H -3.20902 1.94311 0.51159
H -3.63348 1.04106 1.92395
H -4.27783 0.60426 0.32787
H -0.21622 -0.25571 0.03558
H -0.79281 1.42054 -0.09726
H -3.28292 -1.54653 1.44673
H -1.70418 -1.89535 1.10679
H -2.04602 -1.57593 -1.23277
H -0.88352 -2.38176 -1.77034
O -1.62108 -1.79840 -2.07413
H 2.24179 -2.29814 -2.00066
H 2.44955 -1.03258 -2.71490
O 2.93537 -1.72124 -2.28406
H -0.37328 0.20839 -4.01878
H -0.82867 -0.48523 -2.70078
O -0.39713 0.31615 -3.06476
H 0.65811 -4.12692 -1.43418
H 0.69953 -3.10051 -0.21601
O 0.58734 -3.19402 -1.22653
H 4.56091 -0.19934 -0.13592
H 3.93062 -1.36406 -0.94403
O 4.35162 -1.13048 -0.09458
H -1.08994 3.26004 -0.95996
H -0.66174 4.71382 -0.58911
O -0.65580 3.79624 -0.26867
H 1.05405 -3.61078 1.96451
H 1.39937 -2.23628 1.48449
O 0.69623 -2.93139 1.39769
H 3.30253 -1.18984 1.12919
H 2.29163 -0.17038 1.75179
O 2.56766 -1.10405 1.84540
H -0.65357 3.10893 1.34371
H -0.65656 3.47606 2.85850
O -0.38183 2.81423 2.23428
H 3.95961 2.06658 -0.53744
H 4.12830 1.64146 0.88637
O 4.55992 1.56050 0.02642
H -1.39421 1.18983 2.90857
H -1.03524 -0.10812 3.67850
O -1.78177 0.45905 3.41896
H -2.56471 1.81942 -1.73433
H -1.23589 1.62119 -2.50280
O -1.86369 2.38149 -2.16791

Charge = 0
Relative energy (zero: lowest compared OMol25 entry of this formula, charge and spin) = 0.482 eV
Kohn-Sham gap = 8.427 eV

This record from the OMol25 dataset describes a cluster of 2 separate species, ClH2O2PS in total in a non-equilibrium geometry. The level of theory is wB97M-V/def2-TZVPD.

Geometry (Å):
O -0.87694 -0.29247 0.56849
O 1.42885 -0.07290 -0.20036
P -0.17743 0.18514 -0.66535
S -3.53803 -1.00438 0.07331
Cl -3.61600 1.04263 0.01023
H -2.12697 -0.68852 0.43824
H 2.05667 0.30673 -0.79135

Charge = 0
Multiplicity = 3
<S²> = 2.01
Relative energy (zero: lowest compared OMol25 entry of this formula, charge and spin) = 1.735 eV
Kohn-Sham gap (spin up / spin down) = 4.053 / 7.614 eV

This record from the OMol25 dataset describes a structure of composition C31H50BF4N8O5Sb2Y. The level of theory is wB97M-V/def2-TZVPD.

Geometry (Å):
Y 0.32146 -1.69054 0.27695
O -3.53624 -3.99408 4.52026
C -3.70968 -2.68444 4.48356
O -4.49899 -2.11346 5.19636
C -2.89807 -1.92061 3.49527
C -3.04303 -0.56354 3.28058
N -2.19274 -0.22221 2.30413
N -1.48522 -1.26825 1.87718
C -1.89513 -2.30944 2.58510
C -1.22249 -3.62194 2.28448
O -1.72189 -4.65895 2.73111
O -0.20047 -3.52025 1.54181
H -2.84650 -4.30352 3.86207
H -3.69172 0.14646 3.76429
H -2.00769 0.69493 1.91829
C -0.46677 1.72154 -2.23916
Sb -1.29260 2.89134 -0.61377
C -2.49640 4.13555 -1.89486
C 0.37864 4.29706 -0.55819
C 0.08791 5.56249 0.18726
C -0.51369 6.61714 -0.50443
C -0.82255 7.81763 0.10989
C -0.51571 7.99108 1.45129
C 0.09049 6.96031 2.14689
C 0.39752 5.73602 1.54653
C 1.03004 4.66724 2.37807
Sb -0.38799 3.35522 3.38204
C 1.04739 2.69508 4.83092
C -1.20969 4.90978 4.61654
H -2.02695 0.25601 -2.17312
H 0.62471 1.75703 -2.17884
H -0.77957 2.16994 -3.18514
H -2.88960 4.98517 -1.33841
H -3.33432 3.54927 -2.27242
H -1.90528 4.49612 -2.73714
H 0.58877 4.51691 -1.60603
H 1.23304 3.75991 -0.14650
H -0.73311 6.48578 -1.55805
H -1.28760 8.61398 -0.45696
H -0.73588 8.92602 1.95045
H 0.34768 7.10253 3.18993
H 1.60090 5.11076 3.19561
H 1.70938 4.03663 1.80460
H 1.49805 3.55798 5.32125
H 1.82085 2.10588 4.33990
H 0.56294 2.06733 5.57745
H -0.40868 5.44987 5.12141
H -1.86860 4.46988 5.36448
H -1.78483 5.60500 4.00677
C 4.65956 -2.78979 -3.06906
N 4.05748 -1.50245 -2.74864
C 4.98207 -0.37653 -2.89938
C 4.42901 0.70315 -1.97616
N 3.28663 0.05730 -1.36953
C 2.60638 0.73211 -0.29195
C 3.13444 -1.24070 -1.74526
N 2.21496 -2.02083 -1.25643
C 2.08143 -3.36316 -1.82318
C 1.00206 -4.19412 -1.14308
N -0.30531 -3.55101 -1.20364
C -1.36993 -4.14033 -1.64106
N -2.58258 -3.47952 -1.71779
C -2.96883 -2.41969 -0.81319
C -3.65550 -4.39059 -2.07496
C -2.91783 -5.60738 -2.61171
N -1.55984 -5.40699 -2.13172
C -0.63405 -6.51144 -2.27178
H 5.43254 -2.60184 -3.81192
H 3.95289 -3.48148 -3.51272
H 5.13433 -3.25614 -2.20041
H 5.01966 -0.05792 -3.94180
H 5.98960 -0.67677 -2.60056
H 4.11756 1.59956 -2.51788
H 5.15390 1.00574 -1.21514
H 2.65965 1.80564 -0.48092
H 3.05817 0.52200 0.67859
H 1.54881 0.48454 -0.28455
H 3.00006 -3.93865 -1.70073
H 1.85241 -3.30104 -2.89460
H 1.26731 -4.35936 -0.09129
H 1.04366 -5.16684 -1.61639
H -2.16432 -1.71256 -0.64420
H -3.30907 -2.82142 0.14888
H -3.79171 -1.86339 -1.26385
H -4.30978 -3.93585 -2.81933
H -4.25929 -4.63908 -1.19477
H -2.94509 -5.66330 -3.70434
H -3.32219 -6.53852 -2.21236
H -1.21535 -7.38289 -2.56762
H -0.14457 -6.75344 -1.32985
H 0.11713 -6.34174 -3.04690
C -0.38599 -0.60194 -3.23758
C -0.92368 0.26689 -2.10864
O -0.53351 -0.20802 -0.85415
H -0.75354 -0.24513 -4.20242
H -0.69763 -1.63927 -3.10434
H 0.70730 -0.56598 -3.24881
F 1.21926 -1.65444 3.67538
B 1.88759 -0.95727 2.71558
F 2.26836 -1.84529 1.61817
F 2.97626 -0.25758 3.15311
F 0.95908 -0.06490 2.02714

Charge = 0
Relative energy (zero: lowest compared OMol25 entry of this formula, charge and spin) = 0.000 eV
Kohn-Sham gap = 8.150 eV